Entry 1:
Entry from OMol25: a structure of composition C9H17I2N5ReS2 (wB97M-V/def2-TZVPD).

The geometry in ORCA input format:
```
! wB97M-V def2-TZVPD RIJCOSX def2/J DEFGRID3
* xyz 4 2
Re 0.428 1.317 0.370
I 1.773 3.192 -1.103
I -1.425 3.361 0.161
S -0.940 -0.548 -0.524
S 2.216 -0.634 3.856
N 4.076 -0.097 1.928
N 0.042 -2.524 -2.143
N 1.780 0.300 1.528
N 0.591 0.269 2.150
N -1.205 -1.061 -3.199
C 0.594 -0.203 3.373
C -1.429 0.831 4.507
C -1.992 0.101 -3.449
C -0.583 -0.407 4.244
C 2.811 -0.093 2.275
C -1.012 -2.115 -4.170
C -0.601 -1.368 -2.055
C 0.197 4.587 -0.582
C -0.110 -3.119 -3.447
H 0.870 -3.269 -3.928
H -2.359 0.532 4.988
H 4.799 -0.427 2.560
H -0.111 5.155 -1.464
H -1.240 -1.144 3.752
H -3.028 -0.040 -3.107
H -0.555 -4.123 -3.382
H -0.281 -0.860 5.195
H -1.979 -2.559 -4.466
H 4.392 0.246 1.028
H -1.647 1.387 3.596
H 0.555 5.255 0.205
H -0.944 1.507 5.219
H -0.578 -1.717 -5.099
H -2.043 0.306 -4.519
H 0.510 -2.997 -1.379
H -1.573 0.959 -2.919
*
```

Results
**LUMO level (spin up / spin down)**: -16.5 / -15.7 eV
**Highest occupied orbital energy (spin up / spin down)**: -20.985 / -21.041 eV
**Total energy**: -57014.7182 eV
**⟨S²⟩**: 1.15

Atomic partial charges in e from the Löwdin method, atoms 1 to 4:
1. Re 0.725
2. I 1.094
3. I 1.110
4. S 0.781



Entry 2:
Entry from OMol25: a cluster of 6 separate species, C30H66FN5O9S in total (wB97M-V/def2-TZVPD).

The geometry in ORCA input format:
```
! wB97M-V def2-TZVPD RIJCOSX def2/J DEFGRID3
* xyz 0 1
S -0.913 -3.310 2.898
F -0.373 -7.857 1.091
O 1.901 1.537 -2.305
O -1.250 -4.979 3.180
O -0.879 -8.287 3.430
O 0.336 1.108 -8.968
O -1.767 1.716 5.534
O 0.696 -2.983 3.355
O -1.789 -2.564 3.945
O 3.587 -2.330 -1.129
O -7.882 2.616 2.567
N -9.048 4.120 4.735
N -3.884 -0.172 5.009
N 1.197 2.340 -4.985
N 1.115 3.870 -8.670
N 6.397 -1.983 -0.577
C -3.611 0.257 6.390
C 5.969 -2.583 -1.852
C -2.167 0.787 6.546
C -4.679 1.262 6.815
C 3.038 -1.347 -1.993
C -6.915 1.661 2.976
C 1.722 1.466 -8.955
C 6.079 -3.710 3.205
C 0.272 2.611 -3.872
C -0.479 -7.387 2.510
C -0.173 0.783 -10.252
C 1.904 3.171 -10.870
C -9.513 2.750 4.460
C 3.049 -2.647 2.558
C 5.737 -2.077 3.166
C -2.213 3.046 5.750
C 4.900 -4.840 2.894
C 2.385 2.593 -1.489
C 0.526 1.662 -2.679
C 0.362 4.091 -3.505
C 1.442 -2.292 2.261
C -0.101 -5.818 2.804
C 2.007 2.928 -9.366
C 6.109 -1.540 -2.959
C 4.551 -3.188 -1.747
C -9.215 2.331 3.003
C 7.576 -4.325 3.556
C 4.200 -1.497 2.851
C 3.391 -4.284 2.576
C -8.914 1.808 5.502
H 1.287 -1.118 2.295
H -1.025 0.110 -10.119
H 1.392 4.438 -3.389
H 1.062 1.377 -5.292
H 2.048 1.339 -7.916
H -8.070 4.174 4.436
H -1.998 1.206 7.545
H 2.378 4.124 -11.135
H -7.838 1.949 5.633
H 0.870 3.226 -11.221
H -7.321 0.645 3.002
H 2.047 -1.078 -1.615
H -4.416 1.736 7.766
H -0.175 4.297 -2.573
H -1.484 -0.066 6.449
H -3.713 -0.617 7.044
H 7.895 -4.148 4.688
H -5.643 0.757 6.952
H -9.870 2.914 2.345
H 2.145 2.338 -4.598
H -0.749 2.429 -4.226
H 6.659 -3.401 -2.091
H 4.190 -3.537 -2.722
H 6.398 -2.710 0.140
H -2.239 3.307 6.811
H -3.229 -0.916 4.764
H -9.528 4.759 4.100
H -10.601 2.728 4.593
H 5.065 -6.001 2.915
H 0.210 0.655 -2.978
H -9.376 1.980 6.482
H -0.091 4.706 -4.292
H 6.627 -1.348 3.403
H 5.638 -1.887 -3.885
H 0.771 -5.816 3.593
H -0.542 1.684 -10.746
H 2.930 -1.711 -3.019
H 0.335 -5.361 1.791
H 7.534 -5.512 3.436
H -3.612 0.600 4.392
H 1.262 3.773 -7.664
H 5.652 -1.348 -0.275
H 5.667 -0.577 -2.692
H 2.771 3.400 -2.115
H -3.196 3.187 5.296
H 3.652 -0.445 -1.969
H 3.222 2.209 -0.898
H 2.310 0.758 -9.552
H -1.519 3.723 5.243
H -9.462 1.277 2.829
H 4.610 -4.074 -1.104
H -6.508 1.937 3.951
H 0.570 0.280 -10.878
H 2.414 2.381 -11.431
H 7.168 -1.353 -3.175
H 3.038 3.157 -9.073
H 8.394 -3.909 2.824
H 1.621 2.970 -0.804
H -0.088 1.933 -1.812
H -9.091 0.762 5.232
H -4.840 2.049 6.074
H 1.141 -2.670 1.188
H 0.156 3.537 -8.806
H 3.947 -0.339 2.840
H 2.552 -5.071 2.358
H -6.089 1.685 2.258
*
```

Results
**LUMO level**: -0.7 eV
**Highest occupied orbital energy**: -8.785 eV
**Total energy**: -71595.2761 eV

Atomic partial charges in e from the Löwdin method, atoms 1 to 4:
1. S 1.057
2. F -0.036
3. O -0.221
4. O -0.347